Computed, not measured: C14H41AgN7O5 as an isolated structure, with ωB97M-V/def2-TZVPD.

Summary:
Total charge: +1
HOMO-LUMO gap (eV): 6.2
Highest occupied orbital energy (eV): -11.114

```
68
Properties=species:S:1:pos:R:3:forces:R:3
Ag 0.0831 -0.2859 -0.1620 0.4 -0.1 -0.3
C 4.6901 -1.9955 -3.1771 0.6 1.4 -0.4
C 3.5540 -1.1031 -2.5888 3.4 -0.4 0.5
C 3.1752 -0.0191 -3.6054 -1.5 -1.2 1.8
O 2.0525 0.7704 -3.0756 1.4 0.4 -2.9
C 1.6814 1.7305 -4.1524 -0.6 -0.8 0.9
N 2.5849 -2.0136 -2.0684 -2.3 -0.4 -0.3
H 5.5836 -1.3764 -3.2571 0.2 0.0 -0.3
H 4.4740 -2.3479 -4.1857 -0.2 -0.3 0.1
H 4.9951 -2.8036 -2.5123 -0.4 -0.1 0.0
H 4.0663 -0.6434 -1.7437 -0.4 0.4 0.3
H 2.9041 -0.6019 -4.4857 -0.4 0.5 -0.5
H 4.0578 0.5847 -3.8165 -0.1 0.2 0.0
H 2.4481 2.4480 -4.4449 0.2 0.3 1.0
H 0.7432 2.1453 -3.7838 0.3 0.5 -0.2
H 1.4739 1.3029 -5.1333 -0.2 -1.0 0.2
H 3.0176 -2.7506 -1.5302 0.6 0.5 0.9
H 2.3974 -2.6177 -2.8559 -1.1 0.0 -0.6
C 4.2116 4.3452 1.3132 -0.1 -0.5 1.5
C 4.0158 3.0427 2.1443 2.3 -0.2 0.0
C 4.4060 3.2306 3.6524 -0.5 1.1 0.8
O 4.3081 2.1289 4.5462 0.0 -2.2 -0.9
C 4.4468 2.4500 5.9195 -0.1 1.3 -0.4
N 2.7059 2.5497 2.0210 -1.8 -0.5 -0.3
H 3.3852 5.0236 1.5250 -0.1 0.1 -0.1
H 4.2490 4.1304 0.2452 0.2 0.1 0.2
H 5.1050 4.8256 1.7122 0.2 0.1 -0.6
H 4.5983 2.2892 1.6142 1.0 0.0 0.6
H 3.6658 3.9313 4.0386 -0.4 0.6 -0.2
H 5.3448 3.7488 3.8478 0.5 -0.2 -0.6
H 3.5962 3.0916 6.1494 0.3 0.7 0.4
H 5.4308 2.8977 6.0586 -0.1 0.6 0.2
H 4.3904 1.6969 6.7055 -0.1 -1.1 -1.0
H 2.4203 2.1751 2.9144 -0.7 0.1 -0.1
H 2.1285 3.2900 1.6487 -0.7 -0.2 0.6
C -3.6146 -1.9159 -4.0680 -0.4 0.4 -3.0
C -4.4099 -1.3509 -2.9675 -0.7 -0.7 1.1
C -5.9007 -1.7775 -3.0053 0.1 1.1 -0.9
O -6.4090 -1.0386 -4.0929 0.7 0.6 -0.9
C -7.7473 -1.2792 -4.3424 -0.9 -0.9 0.3
N -3.7587 -1.8220 -1.7924 0.9 0.2 2.2
H -4.0176 -1.5752 -5.0217 -0.3 0.2 -0.2
H -3.7272 -2.9942 -4.1806 0.5 -0.2 0.5
H -2.6008 -1.5188 -4.1201 0.2 -0.5 0.6
H -4.3031 -0.2666 -2.9338 -0.5 0.1 -0.3
H -6.5225 -1.5842 -2.1312 0.4 0.6 0.6
H -6.0676 -2.8476 -3.1282 0.5 -0.5 -0.5
H -8.1740 -0.9657 -5.2951 0.9 0.5 -0.2
H -8.3442 -0.7955 -3.5691 -0.4 -0.3 0.2
H -7.8435 -2.3648 -4.3634 -0.7 -0.3 0.3
H -3.8096 -2.8205 -1.6493 -0.1 -0.1 -0.1
H -4.1263 -1.3581 -0.9740 -0.1 -0.2 0.3
C -4.1843 1.6012 2.2942 2.0 1.1 -2.1
O -3.3282 1.9357 1.5254 2.5 1.0 -2.3
N -5.3628 2.0844 2.3180 -4.7 2.5 -0.6
N -4.0285 0.7243 3.1909 1.1 -4.6 4.3
H -5.5101 2.8969 1.7364 -0.7 -0.3 0.3
H -6.0107 1.6263 2.9429 -0.6 1.1 -0.6
H -4.8289 0.6251 3.7989 1.1 -0.8 0.6
H -3.1131 0.3197 3.3272 -0.5 -0.1 0.3
C 0.6606 -3.1714 4.2896 -2.1 0.7 0.7
O 0.3030 -2.1981 3.6335 1.0 0.4 -0.1
N 0.0947 -4.3638 4.0414 -0.4 -1.8 -1.1
N 1.3131 -3.1623 5.4711 1.3 0.3 0.7
H 0.2094 -5.1975 4.5998 0.0 0.4 -0.1
H -0.6100 -4.3688 3.3178 0.3 -0.1 0.2
H 1.6951 -4.0360 5.8042 0.0 0.3 0.1
H 1.6865 -2.3113 5.8665 0.0 -0.2 -0.4
```
Positions in Å, forces in eV/Å.